# 1
Density functional theory data (the ωB97M-V functional and the def2-TZVPD basis) for C27H22Cl2N5O2Pt as an isolated structure.

Last column: Mulliken charge in e.
Geometry (Å):
C 1.10196 -0.78286 -2.47529  -0.307
C 2.63825 1.26919 -0.63469  -0.194
H -0.01735 -5.38265 0.44654  0.257
H -1.16672 5.18302 1.26708  0.677
C 0.18784 5.03985 2.90501  0.435
H 3.61831 -0.71517 2.44092  0.494
C 0.35295 -0.92452 -1.29509  -0.386
C -1.93778 3.20448 -0.41300  0.131
Cl 0.11028 6.74395 3.22715  -0.228
H -2.66323 -4.60841 -1.11326  0.322
C 1.08967 2.86353 3.43638  -0.645
C 3.38876 -0.15054 1.54690  -0.998
H 2.48241 -1.62951 -3.89048  0.365
N 0.07190 0.96447 2.34607  -0.407
C -0.90069 -4.93019 0.93124  -0.888
H 1.70642 2.22542 4.05748  0.551
C -2.58038 2.22307 -1.23296  0.292
C -0.56564 4.53486 1.88490  -0.981
H -1.13734 -1.67233 0.69134  0.190
C -3.63060 2.54218 -2.11143  -0.738
N -0.98231 2.59628 0.45436  -0.257
C -0.51563 -2.54150 0.48534  -1.332
C -3.01855 -0.07809 -1.52652  0.099
C 0.40654 -2.19076 -0.66793  1.289
H -2.77305 -1.08784 -1.24418  0.253
H 1.05204 0.15825 -3.01492  0.485
H -5.18545 1.78709 -3.35991  0.396
C 1.05390 4.20868 3.66457  -0.049
C 2.04709 -2.98281 -2.27801  -0.716
C 1.04087 0.03330 2.43757  -0.326
O 1.12790 -0.90130 3.21118  -0.682
H 2.28556 1.81335 -1.49879  0.450
H 1.36098 -4.11232 -0.59659  0.295
C 4.35987 0.22249 0.62985  -0.500
H -4.71745 -0.62529 -2.66540  0.388
C 1.92181 -1.78841 -2.97484  -0.789
N -1.37225 -3.72979 0.27386  0.124
C -4.09738 0.19079 -2.31979  -0.815
H -0.96484 -4.60731 -1.62742  0.367
N -2.21338 0.87545 -1.02660  0.172
H -1.89054 -3.11920 -1.67193  0.287
H -1.69339 -5.68397 0.92189  0.342
O -2.20047 4.41359 -0.42035  -0.821
H 0.05549 -2.73481 1.39587  0.433
H 5.39610 -0.05824 0.77449  0.426
N 1.69842 0.88171 0.22155  0.327
C 2.08012 0.22657 1.33230  1.248
H 2.72672 -3.75526 -2.61936  0.385
C -4.37854 1.55161 -2.67652  -0.253
H 4.70517 1.31992 -1.18598  0.431
Cl 2.05405 4.87233 4.92240  -0.234
Pt -0.31483 0.77102 -0.36297  0.050
H -3.83248 3.59003 -2.29647  0.392
C 1.28462 -3.17278 -1.13464  -0.282
C -0.49530 3.15235 1.55958  0.624
C -1.73745 -4.02694 -1.10000  -0.993
H -0.65243 -4.71496 1.97133  0.329
C 3.98163 0.97657 -0.45961  -0.766
C 0.24784 2.27239 2.45777  0.282

Values from the calculation:
2S+1: 3
Energy above the lowest of the compared OMol25 structures with the same formula, charge and spin in kJ/mol: 26.5
Strongest force on any atom in eV Å⁻¹: 0.5
M in g/mol: 714.5
LUMO energy (alpha / beta) in eV: 2.29 / 1.13
Expectation value of S²: 2.0382
Net charge: -1

# 2
Density functional theory data (the ωB97M-V functional and the def2-TZVPD basis) for C11H17BHfN6O3S as an isolated structure.

Last column: Mulliken charge in e.
Geometry (Å):
N 0.45947 -2.40035 0.70780  0.125
C -0.14258 4.72498 0.31698  -0.823
H 1.57395 0.83044 -2.87131  0.442
H 2.64430 2.10270 -0.29091  0.398
O -2.49866 3.42440 0.07105  -0.477
S -1.08409 3.20107 0.17852  1.056
C -3.05996 -2.01933 0.01684  0.061
H 2.34810 -3.29937 3.20474  0.426
C 0.45215 -2.27003 -2.88573  0.014
B -0.53859 -2.50994 -0.47278  0.179
C 0.96608 -3.37821 1.46953  0.012
H -3.31036 -3.02857 -0.29377  0.483
C 1.73354 -1.41449 2.22055  0.051
O -0.68460 2.34518 1.38532  -0.566
H -0.84117 -3.64566 -0.72355  -0.016
C 2.45545 2.17139 0.80105  -0.862
O -0.41780 2.43546 -0.96858  -0.600
H 0.12578 -3.26446 -3.16849  0.486
H -4.85538 -0.89876 0.66631  0.433
N 0.90775 -1.15861 1.16203  -0.489
C 1.13996 -1.27301 -3.57862  -1.125
C -2.88456 0.12558 0.61314  0.077
H 0.68313 -4.39929 1.27547  0.494
H 2.45846 3.24234 1.05950  0.343
N -1.63978 -0.30544 0.27955  0.000
H 0.93640 4.51391 0.28958  0.206
C -3.79501 -0.92149 0.47637  -1.200
H -0.42455 5.35517 -0.53742  0.404
H -3.02477 1.13872 0.92444  0.473
Hf 0.28664 0.76588 0.24038  1.342
H 3.31161 1.70852 1.31717  0.364
C 1.78386 -2.79924 2.43159  -1.143
H 1.48853 1.72837 1.28039  0.345
N -1.77381 -1.64855 -0.07021  -0.075
N 0.14701 -1.80151 -1.67077  0.141
C 1.16663 -0.16223 -2.73360  0.012
N 0.55539 -0.47976 -1.55894  -0.269
H -0.42835 5.20359 1.26366  0.392
H 1.56057 -1.34561 -4.56708  0.426
H 2.21925 -0.59377 2.73981  0.458

Values from the calculation:
Energy above the lowest of the compared OMol25 structures with the same formula, charge and spin in kJ/mol: 0.0
Strongest force on any atom in eV Å⁻¹: 4.7
M in g/mol: 502.7
LUMO energy in eV: -7.92
Net charge: +2

# 3
Density functional theory data (the ωB97M-V functional and the def2-TZVPD basis) for one molecule with the formula C5H9N.

Last column: Mulliken charge in e.
Geometry (Å):
H 2.61898 0.83013 -2.09331  0.225
H 3.66815 1.68620 -0.57816  0.230
H -0.00002 -1.47784 -0.13495  0.238
H -2.17954 -0.38623 -0.90107  0.253
H 0.00226 1.17267 -1.02337  0.234
C -1.76630 -0.69465 0.11162  -0.121
H 1.89893 0.68501 0.73851  0.287
C -0.33399 -0.53686 0.26849  -0.327
H -3.75504 -1.21230 1.03177  0.233
C 2.71948 1.21520 -1.01265  -0.676
C -2.65714 -1.00484 1.12101  -0.801
H -2.27523 -1.10002 2.03920  0.299
N 0.38750 0.42861 -0.56957  -0.297
H -0.03164 -0.45015 1.25790  0.350
C 1.70361 0.84506 -0.25543  -0.127

Values from the calculation:
Energy above the lowest of the compared OMol25 structures with the same formula, charge and spin in kJ/mol: 304.5
Strongest force on any atom in eV Å⁻¹: 5.0
M in g/mol: 83.1
LUMO energy in eV: 1.14
SMILES: C=CCNC=C
Net charge: 0

# 4
Density functional theory data (the ωB97M-V functional and the def2-TZVPD basis) for a 10-piece molecular cluster, C41H62BN9O overall.

Last column: Mulliken charge in e.
Geometry (Å):
H 27.54324 39.77080 15.87275  0.165
C 29.64221 41.36185 16.38756  -0.629
H 30.26812 35.67169 18.62883  0.063
H 29.13730 28.08882 17.62477  0.396
H 27.03361 35.50949 13.33222  0.085
H 31.74622 41.86124 16.38865  0.303
C 32.96503 34.36185 13.56056  -1.093
C 31.24468 39.72736 15.80720  -0.843
H 22.88756 30.23028 19.06472  0.353
C 23.83792 33.67337 16.38853  -0.386
H 32.31512 37.06230 19.31373  0.333
B 27.89954 35.13811 16.91573  1.343
C 27.98807 37.90590 10.95291  -0.609
H 21.04547 33.37391 16.63852  0.457
C 28.71681 31.13050 19.10090  -0.974
C 21.63122 32.77586 17.37595  -1.717
C 31.69204 33.79125 18.53915  -0.109
N 28.67661 31.42369 17.74842  1.052
H 27.28622 33.35576 13.94086  -0.007
H 29.76632 38.00455 15.45816  0.422
C 27.88014 32.44486 13.53628  0.302
H 28.43077 38.74245 23.40271  0.468
C 28.96963 30.31085 16.89716  -0.085
H 28.79097 31.98212 19.70181  0.643
H 25.72076 30.89518 16.53657  1.367
H 23.57323 35.49346 18.45584  0.219
H 33.83319 32.92104 18.90809  0.341
C 27.22234 31.05830 13.06512  -0.516
H 24.97293 31.05803 20.19860  0.643
C 24.60125 31.40502 18.22500  1.373
H 31.22134 32.79780 18.28747  0.402
H 26.40688 30.63723 19.12491  0.351
C 23.02386 33.39748 17.67330  1.093
C 24.47094 37.83030 17.86287  -0.386
C 29.12118 29.13799 17.85335  -0.776
H 32.41990 33.78499 15.87197  0.306
H 27.24155 34.65364 17.75844  -0.375
H 21.50111 31.89697 16.76732  0.350
H 23.82479 39.51574 15.14655  0.439
H 24.58387 34.35024 16.55338  -0.269
C 33.51271 35.22900 19.33270  -0.877
H 27.31417 38.44640 19.06126  0.485
H 23.60178 31.44337 15.61125  0.362
H 23.22758 34.12545 15.55051  0.519
H 20.87337 32.58989 18.17009  0.406
C 28.98285 29.70274 19.30103  -0.730
N 32.39757 35.93216 19.20838  -0.083
C 23.57002 30.13780 18.18906  -1.579
C 29.91550 39.00879 15.72500  0.259
N 23.84531 32.57804 18.67149  0.984
C 28.44449 30.16811 12.88725  -0.526
H 28.62176 32.26219 17.28367  -0.286
H 23.16600 30.19997 17.25327  0.382
N 25.32024 37.07429 17.03051  1.099
H 27.19475 40.22113 21.43008  0.526
C 31.03240 35.93351 13.60284  -0.012
C 29.45532 32.22954 13.48422  -0.611
H 22.83391 39.38813 17.41854  0.632
C 27.59350 37.75340 13.28376  -0.940
H 28.28494 29.03744 12.82740  0.319
H 28.48962 36.14339 17.17573  -0.325
H 33.61568 33.80042 13.22988  0.661
H 24.16610 29.23771 18.24476  0.469
H 27.56004 37.96366 14.27497  0.725
C 27.61176 38.50375 20.11365  -0.169
H 32.03085 35.64209 11.55296  0.257
H 25.15277 32.40145 15.08113  0.499
C 25.01104 37.55347 15.65159  -0.462
H 22.13970 35.63444 17.51000  0.358
N 27.87645 38.58546 12.18049  -0.081
H 22.18016 35.08505 19.12169  0.524
H 30.72091 30.56962 13.10128  0.366
H 24.31022 37.50497 18.96256  0.471
C 28.21870 38.34486 22.51297  -0.835
N 30.98255 41.04937 16.17733  -0.063
C 33.12881 33.75927 19.02993  -0.589
C 23.59669 38.83185 17.12868  -1.020
H 27.11360 35.33541 15.95910  -0.376
H 29.16894 42.32541 16.70385  0.354
N 29.59771 30.91008 13.08755  -0.028
C 27.21632 36.43119 12.73102  0.293
H 28.67899 34.29076 16.76473  -0.758
H 30.14736 32.91647 13.95189  0.384
H 28.03406 39.72008 12.29746  0.329
C 25.58777 31.28000 19.32540  -1.371
C 27.59543 36.52370 11.22683  -0.496
C 28.77972 40.06347 16.02725  -0.408
C 24.41468 32.27661 15.85551  -0.920
H 28.25300 36.43857 19.74319  0.070
H 30.00378 36.61925 13.45903  -0.015
C 32.22008 34.37348 14.92025  -0.258
H 28.75425 30.26035 15.78849  0.118
H 30.47434 35.21868 15.64259  -0.119
H 28.97830 29.29601 20.27885  0.479
H 28.50711 38.33645 10.09191  0.345
H 32.30145 39.51380 15.63381  0.436
H 29.02282 36.16919 21.97691  0.525
H 26.26945 32.30122 19.34112  0.073
H 26.25797 32.35472 17.05962  -0.579
H 27.51460 35.51584 10.72699  0.320
H 25.88407 36.46781 17.40613  -0.169
C 22.69847 34.89716 18.19846  -1.554
C 24.10872 38.72857 15.77544  -0.883
C 32.06840 35.33715 12.68588  -0.348
C 25.34140 31.69140 16.87027  -1.101
H 25.48270 37.21374 14.67603  0.287
N 28.18462 37.28881 20.44586  0.226
C 31.36141 35.32246 18.61392  -0.374
C 28.57026 37.05740 21.75975  -0.428
C 27.62678 39.31702 21.40261  -0.883
N 31.14316 35.18192 14.79109  0.476
O 23.42164 32.69086 19.80807  -0.354
H 26.06436 30.89821 13.14844  0.328
H 34.33686 35.46117 19.64047  0.765

Values from the calculation:
Energy above the lowest of the compared OMol25 structures with the same formula, charge and spin in kJ/mol: 356.9
Strongest force on any atom in eV Å⁻¹: 15.6
M in g/mol: 707.8
LUMO energy in eV: -3.93
Net charge: 0